{"formula": "C23H44NP3RuS", "method": "ωB97M-V with the def2-TZVPD basis set", "s_squared": 6.03, "charge": 4, "lumo_energy_ev": [-12.4, -16.2], "spin_multiplicity": 5, "gap_ev": [6.107, 4.052], "mol_weight_g_mol": 560.67, "e_tot_ev": -67291.58535, "e_above_lowest_kj_mol": 462.3, "species": ["Ru", "P", "P", "P", "H", "C", "C", "H", "C", "C", "C", "C", "C", "C", "C", "C", "C", "H", "H", "H", "H", "H", "H", "H", "H", "H", "H", "H", "H", "H", "H", "H", "H", "H", "H", "H", "H", "H", "H", "H", "H", "H", "H", "H", "H", "H", "C", "C", "C", "C", "C", "C", "S", "H", "H", "H", "H", "H", "H", "N", "C", "C", "C", "C", "C", "C", "H", "H", "H", "H", "H", "H", "H"], "coordinates": [[-0.0482, -0.0221, -0.2630], [-2.0669, 0.4335, 0.4964], [0.7822, 1.1557, 1.5539], [-1.0760, -1.4541, -1.6495], [2.2996, -3.5154, -0.1993], [2.1945, -3.0546, -1.1869], [3.2067, -2.0392, -1.5743], [4.0858, -2.5931, -1.9473], [-2.6529, -0.7895, 1.7365], [-2.5993, 1.9832, 1.3445], [-3.4442, 0.5176, -0.7381], [2.6141, 1.4448, 1.6309], [0.3263, 2.8726, 2.1186], [0.4149, 0.2553, 3.1277], [0.2909, -2.3989, -2.3077], [-1.8778, -0.9810, -3.2337], [-2.0677, -2.8291, -0.9215], [2.2622, -3.8520, -1.9332], [2.8520, -1.4096, -2.4020], [-3.6206, -0.4646, 2.1444], [-1.9172, -0.8416, 2.5477], [-2.7618, -1.7732, 1.2697], [-3.6870, 1.9634, 1.5072], [-2.3617, 2.8368, 0.6967], [-2.1068, 2.0970, 2.3154], [-4.3769, 0.8298, -0.2440], [-3.6084, -0.4526, -1.2250], [-3.1733, 1.2781, -1.4879], [2.8188, 2.4479, 2.0308], [3.0370, 1.4067, 0.6171], [3.1300, 0.6953, 2.2470], [-0.1416, 2.8323, 3.1105], [-0.3537, 3.3679, 1.4227], [1.2254, 3.4981, 2.1940], [1.2826, 0.3295, 3.7965], [0.2418, -0.8075, 2.9258], [-0.4616, 0.6839, 3.6311], [-0.0041, -3.3755, -2.6975], [1.0338, -2.6120, -1.3110], [0.8459, -1.8253, -3.0524], [-2.4634, -1.8100, -3.6531], [-1.0831, -0.7231, -3.9435], [-2.5237, -0.1119, -3.1105], [-2.0241, -3.7131, -1.5735], [-3.1122, -2.5368, -0.7770], [-1.6355, -3.1097, 0.0473], [3.3987, -1.6171, 1.1171], [2.0483, -1.8889, 1.3826], [1.7157, -2.6905, 2.4944], [2.6957, -2.9912, 3.4419], [4.0182, -2.5839, 3.2474], [4.3663, -1.8984, 2.0797], [4.1134, -0.8979, -0.4245], [5.3173, -1.4568, -0.4743], [1.2027, -1.5095, 0.7296], [0.6864, -3.0465, 2.6317], [2.4083, -3.5373, 4.3543], [4.7910, -2.7957, 3.9898], [5.3864, -1.5453, 1.8945], [0.2872, 1.6745, -1.6108], [-0.7204, 2.6537, -1.9593], [-1.5353, 2.4188, -3.0625], [-2.6892, 3.1935, -3.2306], [-2.9599, 4.2378, -2.3339], [-2.0700, 4.5321, -1.2955], [-0.9072, 3.7661, -1.1336], [0.6149, 1.2063, -2.4570], [1.0840, 2.1382, -1.1922], [-1.2753, 1.6243, -3.7681], [-3.3762, 2.9832, -4.0579], [-3.8734, 4.8334, -2.4500], [-2.2706, 5.3596, -0.6095], [-0.1517, 4.0034, -0.3840]], "forces_ev_per_angstrom": [[0.114, 0.579, 0.815], [-4.165, 0.669, 1.615], [1.422, 1.333, 2.656], [-0.555, -2.396, -1.974], [-0.038, 0.084, -0.350], [1.810, -1.557, 1.338], [1.633, -0.025, -1.505], [-0.437, 0.199, -0.326], [0.289, -0.204, -0.160], [0.718, 0.107, 0.167], [0.332, -0.377, -0.192], [0.286, -0.159, -0.316], [-0.231, 0.352, -0.508], [0.049, -0.278, -0.155], [-1.840, 0.628, -1.340], [-0.185, 0.315, 0.134], [-0.011, 0.260, 0.016], [-0.168, 0.162, 0.049], [0.228, -0.029, 0.211], [0.242, -0.020, -0.188], [-0.299, -0.079, -0.149], [-0.015, 0.225, 0.302], [0.377, -0.203, -0.122], [-0.118, -0.062, 0.325], [-0.155, 0.126, -0.243], [0.395, -0.169, -0.076], [-0.080, 0.426, 0.045], [-0.269, -0.319, 0.195], [0.014, -0.514, -0.060], [0.024, 0.082, 0.247], [-0.237, 0.266, -0.189], [0.096, 0.039, -0.319], [0.006, -0.043, 0.410], [-0.343, -0.238, -0.001], [-0.260, 0.072, -0.094], [-0.022, 0.380, 0.226], [0.231, -0.107, -0.154], [0.211, 0.056, 0.117], [0.478, -0.248, 0.019], [0.138, -0.204, 0.148], [0.177, 0.150, 0.138], [-0.121, -0.127, 0.046], [-0.130, -0.207, -0.134], [-0.080, 0.363, 0.042], [0.140, -0.193, -0.003], [-0.089, 0.028, -0.193], [0.883, 0.332, 0.813], [-0.196, -0.187, -0.366], [0.179, 0.742, -0.350], [0.031, -0.335, 0.202], [0.015, 0.245, -0.038], [0.082, -0.165, -0.002], [-2.724, -0.184, 0.824], [0.402, -0.504, 0.344], [0.800, -0.690, 0.294], [0.446, 0.323, 0.007], [0.258, 0.190, -0.588], [-0.310, 0.056, -0.199], [-0.207, -0.452, 0.308], [0.705, 0.730, -1.383], [0.377, -0.393, 0.897], [1.406, -0.815, 0.440], [-1.653, 1.925, 0.161], [-0.513, -0.022, -0.442], [-1.502, 1.062, -0.735], [1.420, -1.729, -0.543], [0.095, 0.358, -0.070], [0.250, 0.247, -0.124], [-0.161, 0.343, 0.141], [0.229, 0.114, 0.288], [0.419, -0.253, 0.019], [-0.005, -0.192, -0.218], [-0.287, 0.106, -0.190]]}

{"formula": "C23H45BF6N2O7P", "method": "ωB97M-V with the def2-TZVPD basis set", "charge": 1, "lumo_energy_ev": -2.2, "gap_ev": 9.905, "mol_weight_g_mol": 617.39, "e_tot_ev": -68161.18662, "smiles": "CCOP(=O)(CC[N@+]1(C[C@H](O)C(F)(F)F)[C@H](COC(F)(F)F)[C@@H](CC)N[C@@H](B(C)O)[C@H]1CCCCOC)OCC", "species": ["C", "C", "O", "P", "O", "C", "C", "N", "C", "C", "O", "C", "F", "F", "F", "C", "C", "O", "C", "F", "F", "F", "C", "C", "C", "N", "C", "B", "C", "O", "C", "C", "C", "C", "C", "O", "C", "O", "C", "C", "H", "H", "H", "H", "H", "H", "H", "H", "H", "H", "H", "H", "H", "H", "H", "H", "H", "H", "H", "H", "H", "H", "H", "H", "H", "H", "H", "H", "H", "H", "H", "H", "H", "H", "H", "H", "H", "H", "H", "H", "H", "H", "H", "H", "H"], "coordinates": [[2.8121, -5.0678, -1.1930], [3.0616, -3.8204, -2.0287], [1.7737, -3.1547, -2.2626], [1.7780, -1.8704, -3.1932], [2.8718, -1.7352, -4.1606], [1.7405, -0.4575, -2.0436], [1.0327, -0.8328, -0.7465], [0.4573, 0.2676, 0.1239], [-0.0109, 1.4553, -0.6724], [0.9568, 2.5639, -1.0855], [1.2728, 3.3855, 0.0042], [0.2235, 3.3990, -2.1447], [0.0802, 2.6733, -3.2686], [0.8983, 4.4979, -2.4323], [-1.0099, 3.7493, -1.7505], [1.4313, 0.6302, 1.2389], [2.8640, 0.7802, 0.7283], [3.4524, 1.8175, 1.5213], [4.6589, 2.2611, 1.0820], [5.1651, 3.0504, 1.9821], [4.5012, 2.9536, -0.0747], [5.5027, 1.2677, 0.8094], [1.2749, -0.3670, 2.4002], [2.4141, -0.2874, 3.4144], [3.6078, -1.2256, 3.1436], [0.0032, -0.1285, 3.0668], [-1.1479, 0.1558, 2.1860], [-1.7339, 1.6382, 2.4732], [-0.8568, 2.9196, 2.6766], [-3.0703, 1.7965, 2.6592], [-0.8225, -0.3506, 0.7766], [-1.9704, -0.4807, -0.2385], [-2.9546, 0.6597, -0.5582], [-4.3901, 0.1413, -0.7837], [-5.2834, 0.2236, 0.4354], [-5.4680, 1.5870, 0.7232], [-6.3127, 1.8486, 1.8376], [0.3062, -1.8343, -3.7859], [-0.7067, -2.8284, -3.4937], [-2.0374, -2.3433, -4.0624], [2.7340, -5.9446, -1.8330], [1.8753, -4.9628, -0.6477], [3.6277, -5.2153, -0.4881], [3.7160, -3.1167, -1.5110], [3.4936, -4.0591, -2.9961], [1.2204, 0.3046, -2.6201], [2.7884, -0.1844, -1.9167], [0.2086, -1.4991, -0.9915], [1.7010, -1.4267, -0.1225], [-0.4582, 1.0604, -1.5836], [-0.8110, 1.9275, -0.1061], [1.8403, 2.2062, -1.6169], [2.2233, 3.5307, 0.0597], [1.1264, 1.6046, 1.6168], [3.4413, -0.1396, 0.8379], [2.9146, 1.0658, -0.3185], [1.2675, -1.3862, 1.9975], [2.7560, 0.7380, 3.5500], [1.9600, -0.5761, 4.3656], [4.5271, -0.6589, 2.9807], [3.4396, -1.8633, 2.2749], [3.7951, -1.8597, 4.0091], [0.1228, 0.6036, 3.7528], [-1.9410, -0.5474, 2.4833], [-1.4775, 3.7865, 2.8996], [-0.1504, 2.8006, 3.5044], [-0.2453, 3.1654, 1.8058], [-3.5751, 0.9776, 2.6120], [-0.5186, -1.3874, 0.9481], [-2.5366, -1.3596, 0.0845], [-1.5266, -0.7927, -1.1889], [-2.9905, 1.4534, 0.1841], [-2.6523, 1.1341, -1.4947], [-4.3768, -0.8775, -1.1814], [-4.8627, 0.7588, -1.5513], [-4.8491, -0.3124, 1.2983], [-6.2456, -0.2585, 0.2217], [-6.9283, 2.7131, 1.5939], [-5.7098, 2.0662, 2.7216], [-6.9611, 0.9950, 2.0508], [-0.7837, -2.9894, -2.4182], [-0.4086, -3.7694, -3.9508], [-1.9363, -1.3315, -4.4524], [-2.8146, -2.3284, -3.2966], [-2.3857, -2.9836, -4.8704]], "forces_ev_per_angstrom": [[-0.043, 0.177, -0.291], [-0.203, -0.134, 0.191], [0.291, -0.268, -0.032], [0.197, 0.386, -0.676], [-0.405, -0.132, 0.420], [0.195, -0.195, 0.031], [0.199, -0.361, -0.409], [-0.198, 0.239, 0.178], [-0.077, 0.114, -0.304], [0.090, 0.058, -0.004], [0.005, -0.188, 0.113], [-0.304, 0.027, -0.002], [0.084, -0.112, -0.121], [0.147, 0.097, -0.053], [0.041, 0.025, 0.139], [0.218, 0.042, 0.209], [0.069, -0.033, -0.151], [0.201, -0.075, 0.080], [-0.562, -0.290, -0.504], [0.256, 0.357, 0.392], [-0.027, 0.082, -0.010], [0.118, -0.149, 0.074], [-0.104, 0.141, -0.230], [-0.048, -0.287, 0.425], [0.095, 0.385, 0.128], [0.031, -0.213, -0.006], [0.013, 0.295, 0.044], [-0.205, 0.140, -0.101], [0.071, 0.016, -0.067], [0.268, -0.185, 0.129], [-0.043, -0.531, -0.072], [-0.105, 0.025, 0.027], [-0.283, -0.121, -0.357], [0.098, 0.203, -0.174], [-0.029, -0.071, -0.005], [-0.062, 0.020, 0.028], [0.101, -0.107, -0.131], [-0.013, -0.221, 0.429], [-0.335, -0.045, -0.328], [-0.064, 0.000, 0.061], [-0.038, -0.044, 0.082], [0.058, 0.001, 0.136], [-0.017, -0.090, 0.011], [-0.002, 0.034, -0.037], [0.085, 0.109, -0.006], [0.087, 0.129, 0.016], [-0.095, 0.196, 0.053], [0.004, 0.143, 0.029], [-0.065, 0.102, 0.076], [-0.030, -0.045, 0.133], [0.131, 0.007, 0.111], [0.047, -0.086, 0.131], [0.031, 0.145, -0.094], [-0.039, 0.011, -0.129], [-0.038, 0.043, 0.063], [-0.084, 0.067, -0.009], [0.097, -0.010, 0.044], [-0.081, 0.052, -0.075], [0.018, -0.007, -0.054], [-0.039, -0.060, -0.122], [0.025, -0.106, 0.052], [-0.037, -0.089, -0.116], [0.017, 0.027, 0.054], [-0.120, 0.040, -0.108], [-0.018, -0.027, 0.017], [0.007, 0.006, 0.034], [0.000, 0.065, -0.001], [-0.139, 0.028, -0.111], [0.173, 0.132, -0.062], [-0.010, 0.101, 0.172], [-0.131, -0.125, 0.029], [0.032, 0.008, 0.160], [0.098, 0.081, 0.123], [0.026, -0.023, 0.081], [-0.009, -0.034, 0.037], [0.067, -0.020, 0.025], [0.014, -0.002, 0.048], [0.039, -0.008, 0.074], [-0.028, 0.041, 0.060], [-0.062, 0.035, -0.035], [0.166, 0.053, 0.049], [0.079, -0.012, 0.046], [0.044, -0.007, -0.016], [0.024, -0.021, -0.013], [0.034, 0.049, -0.026]]}

{"formula": "C23H45BN2O2P2RbSi", "method": "ωB97M-V with the def2-TZVPD basis set", "charge": -1, "lumo_energy_ev": 2.1, "gap_ev": 5.076, "mol_weight_g_mol": 567.94, "e_tot_ev": -59444.64530, "e_above_lowest_kj_mol": 18.5, "species": ["Rb", "C", "P", "C", "C", "C", "P", "C", "C", "H", "H", "H", "H", "H", "H", "H", "H", "H", "H", "H", "H", "H", "H", "H", "H", "C", "C", "C", "C", "C", "C", "C", "C", "O", "B", "O", "C", "C", "H", "H", "H", "H", "H", "H", "H", "H", "H", "H", "H", "H", "C", "Si", "C", "C", "C", "H", "H", "H", "H", "H", "H", "H", "H", "H", "H", "H", "C", "N", "C", "C", "N", "H", "H", "H", "H", "H", "H"], "coordinates": [[2.1245, -0.6886, 0.0420], [1.3205, -0.6583, -4.7672], [0.4222, -1.0571, -3.2106], [-1.0454, -1.9098, -3.9236], [-0.3524, 0.5708, -2.8047], [-1.4450, 0.3536, -1.7544], [-1.8681, 1.8572, -0.7570], [-0.6452, 1.6931, 0.5983], [-3.3255, 1.1545, 0.1236], [0.6572, -0.2537, -5.5312], [1.7916, -1.5597, -5.1521], [2.1078, 0.0641, -4.5460], [-1.5254, -1.3059, -4.6960], [-1.7641, -2.1305, -3.1403], [-0.7332, -2.8587, -4.3590], [-0.7609, 1.0568, -3.6989], [0.4387, 1.2257, -2.4229], [-1.1605, -0.4557, -1.0633], [-2.3630, 0.0234, -2.2467], [-0.6554, 0.6818, 1.0254], [-0.8744, 2.4083, 1.3883], [0.3638, 1.9347, 0.2621], [-3.1038, 0.1733, 0.5451], [-4.1655, 1.0673, -0.5597], [-3.6169, 1.8220, 0.9306], [-5.7813, -5.0651, 3.4948], [-5.3372, -3.6052, 3.6099], [-5.5720, -3.1174, 5.0438], [-6.2134, -2.7670, 2.6835], [-3.8574, -3.5132, 3.2690], [-2.9371, -4.1037, 4.1309], [-1.5692, -4.0976, 3.8861], [-1.1325, -3.4762, 2.7378], [0.1151, -3.3240, 2.2719], [0.0421, -2.5888, 1.0235], [-1.3816, -2.3494, 0.8234], [-2.0405, -2.8855, 1.8626], [-3.3963, -2.8930, 2.1043], [-6.8414, -5.1602, 3.7177], [-5.2287, -5.6937, 4.1875], [-5.6042, -5.4419, 2.4896], [-6.6302, -3.1785, 5.2925], [-5.2525, -2.0852, 5.1574], [-5.0249, -3.7164, 5.7660], [-7.2520, -2.8218, 3.0169], [-6.1761, -3.1277, 1.6589], [-5.9118, -1.7225, 2.6880], [-3.2889, -4.5916, 5.0280], [-0.8737, -4.5605, 4.5723], [-4.0605, -2.4201, 1.4014], [2.5305, 4.0256, -0.4181], [3.6916, 3.3180, 0.9242], [5.3237, 2.7767, 0.0989], [4.2312, 4.8953, 1.8792], [2.8922, 1.9572, 1.7735], [2.8360, 5.0047, -0.7784], [1.5365, 4.1411, -0.0011], [2.4355, 3.3530, -1.2668], [5.8496, 3.6007, -0.3735], [5.1597, 1.9982, -0.6340], [5.9857, 2.3694, 0.8549], [4.7352, 5.6154, 1.2335], [4.9089, 4.6382, 2.6850], [3.3758, 5.3902, 2.3269], [1.9338, 2.2495, 2.2213], [3.5149, 1.5040, 2.5552], [6.1429, 2.0037, -5.0875], [5.3594, 2.3689, -3.9379], [5.3447, 3.7474, -3.5298], [4.5888, 1.4792, -3.3685], [3.9342, 0.6431, -2.9332], [7.1978, 2.2356, -4.9104], [5.8024, 2.5513, -5.9762], [6.0415, 0.9354, -5.2683], [6.3579, 4.0651, -3.2720], [4.7124, 3.8558, -2.6567], [4.9617, 4.3749, -4.3398]], "forces_ev_per_angstrom": [[0.531, 0.516, -0.186], [-0.071, 0.167, 0.086], [0.110, 0.000, -0.044], [0.128, -0.017, -0.034], [0.037, -0.023, -0.061], [0.033, -0.053, 0.177], [-0.075, -0.055, -0.079], [0.058, -0.116, 0.013], [0.078, -0.016, 0.002], [-0.084, 0.068, -0.096], [0.055, -0.110, -0.038], [-0.036, -0.061, 0.009], [-0.042, 0.044, -0.047], [-0.066, -0.032, 0.113], [0.025, -0.032, -0.031], [0.033, -0.019, 0.047], [0.021, -0.008, 0.014], [-0.077, 0.088, -0.028], [-0.023, 0.022, -0.002], [0.012, 0.115, -0.049], [-0.040, 0.027, 0.031], [0.065, -0.027, -0.015], [0.053, -0.082, 0.020], [-0.136, -0.015, -0.104], [-0.042, 0.095, 0.100], [0.020, 0.007, 0.026], [-0.094, 0.035, 0.071], [-0.056, -0.067, -0.049], [-0.036, -0.018, 0.042], [0.023, -0.004, -0.006], [-0.053, -0.031, 0.038], [0.125, 0.025, -0.073], [-0.658, -0.061, 0.171], [0.338, 0.131, -0.367], [-0.023, -0.131, 0.000], [0.377, 0.124, -0.281], [-0.227, -0.317, 0.538], [0.058, -0.035, 0.120], [-0.227, -0.038, 0.048], [0.074, -0.100, 0.089], [0.020, -0.028, -0.119], [-0.169, -0.008, 0.046], [0.057, 0.164, -0.003], [0.040, -0.053, 0.089], [-0.019, -0.002, -0.003], [0.022, -0.046, -0.153], [0.037, 0.152, 0.004], [-0.030, -0.061, 0.083], [0.049, -0.014, 0.020], [-0.136, 0.073, -0.115], [0.313, -0.127, 0.143], [-0.088, 0.079, 0.000], [-0.299, 0.169, 0.131], [-0.046, -0.207, -0.283], [0.078, 0.032, -0.028], [0.136, 0.214, -0.131], [-0.308, 0.032, 0.169], [0.009, -0.176, -0.225], [0.135, 0.270, -0.149], [-0.088, -0.283, -0.275], [0.190, -0.132, 0.262], [0.085, 0.132, -0.120], [0.226, -0.105, 0.250], [-0.269, 0.113, 0.107], [-0.045, -0.078, -0.030], [0.010, -0.071, -0.025], [0.197, -0.068, -0.327], [0.253, 0.186, -0.090], [0.046, 0.351, 0.095], [0.163, 0.109, -0.268], [-0.731, -0.804, 0.641], [-0.037, -0.012, -0.063], [0.070, -0.075, 0.071], [0.035, 0.054, -0.032], [-0.036, 0.076, 0.007], [-0.067, 0.083, 0.118], [0.008, 0.066, 0.038]]}